(1)
# C34H63AsNO7PSi4Y

A structure of composition C34H63AsNO7PSi4Y (wB97M-V/def2-TZVPD, the OMol25 dataset).

The geometry in XYZ format:
```
112
Properties=species:S:1:pos:R:3:forces:R:3:lowdin_charge:R:1
Y -0.379 -0.298 0.425 -1.508 -1.895 1.238 1.281
O 2.522 -1.870 1.384 -0.126 -0.153 -0.074 -0.136
C 2.665 -1.723 2.773 -0.012 0.230 0.225 -0.244
C 2.349 -0.297 3.237 0.220 -0.447 -0.312 -0.172
N 0.980 0.142 2.944 -0.086 0.020 -0.186 -0.161
C 0.909 1.608 2.993 -0.414 0.334 -0.197 -0.076
C -0.151 2.315 2.090 0.666 0.712 1.365 -0.619
O -0.511 3.425 2.442 0.048 -0.076 -0.032 0.059
O -0.456 1.743 0.997 -0.094 -0.395 -0.822 -0.240
C 0.089 -0.423 3.957 -0.617 -0.041 -0.023 -0.093
C -1.414 -0.358 3.583 0.884 -0.061 0.938 -0.616
O -2.230 -0.301 4.494 -0.125 0.003 0.070 0.025
O -1.664 -0.447 2.344 0.426 -0.016 -0.551 -0.254
H 1.621 -2.223 1.221 0.251 -0.147 0.148 0.021
H 3.716 -1.921 3.022 -0.155 -0.008 0.054 0.114
H 2.051 -2.455 3.312 0.031 -0.018 -0.018 0.096
H 3.042 0.344 2.698 -0.093 0.103 0.073 0.065
H 2.559 -0.222 4.320 0.035 0.096 -0.136 0.134
H 1.859 2.021 2.638 -0.052 -0.057 0.026 0.107
H 0.749 1.961 4.021 0.068 0.023 -0.139 0.133
H 0.230 0.065 4.939 -0.020 -0.136 -0.265 0.131
H 0.301 -1.491 4.068 0.021 0.087 -0.006 0.119
C -3.710 -3.418 -0.984 0.197 0.231 -0.086 -0.012
C -2.359 -3.144 -0.354 0.073 0.305 -0.419 -0.386
O -1.723 -2.160 -0.760 -0.237 -0.243 0.101 -0.198
C -1.885 -4.012 0.685 0.497 0.221 0.502 -0.096
C -2.544 -5.213 0.996 0.006 -0.012 0.024 -0.050
C -2.150 -6.002 2.042 -0.148 -0.268 0.005 -0.109
C -1.076 -5.593 2.843 0.038 0.066 -0.084 -0.085
C -0.391 -4.446 2.556 0.135 0.213 -0.029 -0.001
C -0.738 -3.611 1.452 -0.315 -0.472 -0.121 -0.317
O -0.050 -2.569 1.179 0.425 0.850 -0.001 -0.185
H -4.022 -2.530 -1.530 0.024 -0.006 -0.014 0.058
H -4.460 -3.663 -0.239 -0.071 -0.058 0.083 0.079
H -3.624 -4.249 -1.682 -0.048 -0.140 -0.082 0.092
H -3.367 -5.538 0.376 -0.123 0.006 -0.017 0.103
H -2.658 -6.935 2.245 -0.041 -0.001 0.027 0.092
H -0.780 -6.195 3.692 0.026 -0.012 0.009 0.102
H 0.449 -4.136 3.163 0.046 0.022 0.017 0.100
C -0.336 3.341 -1.701 0.225 -0.577 0.055 -0.232
Si 1.519 2.876 -1.523 0.107 0.761 -0.369 0.381
C 2.345 3.394 -3.194 -0.150 -0.391 0.532 -0.224
C 2.123 4.192 -0.265 -0.022 -0.630 -0.219 -0.210
Si 1.972 0.616 -0.784 1.657 0.699 -0.808 0.363
Si 4.231 1.065 0.146 0.831 0.200 -0.199 0.434
C 4.606 2.132 1.730 -0.604 -0.348 -0.303 -0.224
C 5.269 -0.534 0.435 -0.522 0.243 -0.211 -0.220
C 5.252 2.095 -1.133 -0.525 -0.342 0.137 -0.237
Si 2.776 -0.796 -2.614 0.426 -0.570 -0.530 0.389
C 1.929 -0.885 -4.348 -0.149 0.341 0.693 -0.226
C 4.606 -0.657 -3.210 -0.455 0.141 0.458 -0.229
C 2.553 -2.565 -1.911 0.050 0.554 -0.123 -0.234
H -0.607 4.055 -0.930 -0.011 0.077 0.242 0.021
H -0.960 2.460 -1.545 -0.142 0.080 -0.010 -0.047
H -0.590 3.772 -2.665 0.107 0.050 -0.239 0.017
H 1.882 4.272 -3.636 -0.211 0.185 0.033 0.014
H 2.307 2.593 -3.926 -0.034 -0.179 -0.179 -0.004
H 3.391 3.628 -3.029 0.285 -0.003 0.060 0.002
H 1.900 5.199 -0.608 -0.119 0.114 -0.194 0.028
H 3.190 4.134 -0.079 0.268 -0.025 0.038 -0.006
H 1.608 4.050 0.679 -0.150 -0.006 0.278 0.012
H 4.708 1.541 2.636 -0.012 -0.129 0.098 0.007
H 3.821 2.862 1.903 -0.128 0.212 0.083 -0.002
H 5.534 2.690 1.609 0.127 -0.044 -0.250 0.023
H 6.311 -0.416 0.142 0.132 0.222 -0.057 0.021
H 5.254 -0.846 1.475 -0.083 0.009 0.249 0.006
H 4.858 -1.357 -0.137 -0.071 -0.235 -0.114 -0.008
H 5.071 3.158 -1.012 -0.112 0.249 0.100 0.006
H 4.988 1.845 -2.151 -0.033 -0.080 -0.300 -0.015
H 6.322 1.933 -1.017 0.156 -0.122 0.155 0.022
H 2.045 0.045 -4.899 0.018 0.202 -0.088 0.012
H 0.868 -1.077 -4.250 -0.247 -0.020 -0.082 -0.034
H 2.350 -1.683 -4.959 0.213 -0.136 0.147 0.026
H 4.751 0.270 -3.756 -0.005 0.233 -0.108 0.012
H 4.892 -1.466 -3.879 -0.194 -0.257 -0.077 0.021
H 5.304 -0.656 -2.382 0.245 0.028 0.228 -0.005
H 1.530 -2.708 -1.569 -0.217 -0.039 0.079 0.003
H 3.193 -2.707 -1.048 0.123 -0.026 0.314 0.001
H 2.780 -3.352 -2.624 0.071 -0.073 -0.294 0.020
C -3.582 0.165 -3.414 0.108 0.031 0.358 -0.312
As -1.744 -0.107 -2.698 -0.157 0.259 -1.324 1.111
C -1.567 -1.817 -3.682 0.120 -0.028 0.232 -0.313
C -0.942 1.049 -4.101 0.008 0.026 0.185 -0.323
H -3.554 0.026 -4.495 0.105 -0.005 0.036 0.026
H -3.947 1.167 -3.194 0.034 0.017 0.051 0.017
H -4.272 -0.561 -2.986 0.003 0.002 0.070 0.001
H -1.451 -1.628 -4.748 -0.001 0.099 0.005 0.024
H -2.466 -2.412 -3.531 -0.041 0.031 0.116 0.012
H -0.718 -2.393 -3.326 0.081 -0.046 0.049 0.011
H -1.474 1.997 -4.137 -0.049 0.044 0.114 0.017
H -1.001 0.586 -5.086 -0.036 -0.110 0.060 0.025
H 0.098 1.256 -3.868 0.100 0.017 0.019 -0.014
C -5.223 0.053 -0.102 0.425 -0.118 0.065 -0.272
P -3.634 -0.175 0.898 -1.452 0.568 -0.168 0.945
C -4.498 -1.056 2.279 0.435 -0.027 -0.179 -0.239
C -3.580 1.570 1.454 0.032 -0.159 -0.084 -0.383
C -3.790 1.998 2.757 0.029 -0.110 0.001 -0.078
C -3.759 3.352 3.051 -0.068 0.130 0.113 -0.086
C -3.520 4.282 2.056 -0.075 0.090 0.091 -0.103
C -3.278 3.859 0.762 -0.067 0.118 -0.157 -0.093
C -3.301 2.511 0.467 -0.113 -0.111 0.004 -0.133
H -5.991 0.547 0.494 0.022 0.008 0.046 0.038
H -5.596 -0.924 -0.412 -0.050 -0.090 -0.092 0.017
H -5.032 0.654 -0.986 -0.008 0.044 -0.113 0.001
H -5.426 -0.549 2.545 -0.015 0.062 -0.061 0.044
H -3.852 -1.120 3.150 -0.024 -0.018 0.049 0.017
H -4.733 -2.065 1.934 -0.046 -0.043 -0.005 0.030
H -3.927 1.278 3.550 -0.052 -0.075 0.046 0.092
H -3.911 3.679 4.072 0.013 0.003 0.028 0.100
H -3.492 5.337 2.294 0.033 0.055 0.030 0.098
H -3.056 4.582 -0.012 0.049 0.004 -0.045 0.099
H -3.074 2.164 -0.537 -0.021 0.100 -0.058 0.078
```
Forces are in eV/Å.

Values from the calculation:
E_HOMO: -4.9 eV
E: -154793.1069 eV
Energy above the lowest of the compared OMol25 structures with the same formula, charge and spin: 53.8 kcal per mole
Net charge: -1
F_max: 0.0529 hartree/bohr
Orbital gap: 7.10 eV

---

(2)
# C34H63BF2N6O4OsS3Si

A structure of composition C34H63BF2N6O4OsS3Si (wB97M-V/def2-TZVPD, the OMol25 dataset).

The geometry in XYZ format:
```
115
Properties=species:S:1:pos:R:3:forces:R:3:lowdin_charge:R:1
Os 0.578 -0.469 -0.669 0.081 0.824 2.659 1.278
C -0.080 2.737 6.199 1.613 0.903 2.106 -0.054
C -0.229 1.249 6.127 1.053 -1.408 -1.723 -0.607
C 1.074 0.813 5.480 2.465 1.082 1.261 -0.059
C -0.574 0.528 7.389 -0.533 -0.429 0.619 -0.035
N -1.209 0.880 5.116 -2.186 1.478 -1.049 -0.018
C -2.045 1.857 4.526 2.742 -0.199 2.631 -0.057
C -2.702 1.317 3.576 -3.184 -1.847 -3.638 -0.114
N -2.467 -0.054 3.485 1.971 0.310 0.577 0.084
B -2.601 -1.082 2.130 0.506 0.425 1.096 -0.453
N -2.931 -0.240 0.784 2.112 -1.334 0.515 0.069
C -3.704 0.859 0.763 -1.275 -0.720 2.302 -0.146
C -3.530 1.464 -0.372 0.623 1.653 -2.704 -0.040
N -2.617 0.768 -1.159 -0.410 -0.335 1.100 0.009
C -2.228 -0.276 -0.394 -0.651 -1.984 -0.587 -0.614
S -1.369 -1.761 -1.125 -0.780 1.413 1.090 0.567
C -2.299 1.201 -2.541 0.990 -0.194 -0.652 -0.516
C -1.119 2.186 -2.534 -0.808 1.807 -0.583 -0.047
C -3.580 1.828 -3.099 0.541 -0.291 -0.735 -0.034
C -1.833 0.110 -3.555 -0.681 -0.563 1.143 -0.084
N -3.682 -2.203 2.395 0.410 -1.089 -1.970 0.054
C -3.075 -3.432 2.607 0.705 -0.636 1.724 -0.117
C -3.899 -4.429 2.262 -0.422 -0.101 -0.274 -0.078
N -5.073 -3.876 1.747 -0.061 -0.522 -1.531 0.020
C -4.868 -2.517 1.745 -1.154 1.129 0.783 -0.714
S -6.021 -1.333 1.330 0.507 0.421 -0.295 0.615
C -6.052 -4.744 0.720 0.649 0.843 0.363 -0.459
C -5.893 -6.244 1.008 0.401 1.016 1.020 -0.059
C -5.455 -4.531 -0.680 0.736 1.601 -0.254 -0.060
C -7.457 -4.152 0.880 1.869 0.047 1.223 -0.070
C -1.489 -0.270 4.524 -1.127 -4.057 -1.560 -0.610
S -0.974 -1.967 4.947 -0.202 2.694 -0.525 0.526
H 0.506 2.890 7.156 -0.595 0.060 -0.891 0.116
H -0.975 3.328 6.311 -0.165 0.152 -0.004 0.072
H 0.616 3.097 5.415 -0.992 0.137 0.257 0.094
H 1.930 1.028 6.224 -1.117 -0.673 -1.014 0.122
H 1.279 1.528 4.667 -0.066 -0.650 -0.100 0.077
H 1.100 -0.202 5.125 -0.017 -0.433 0.140 0.027
H 0.208 0.661 8.140 -0.016 -0.122 -0.041 0.087
H -0.775 -0.566 7.195 0.258 1.256 0.231 0.053
H -1.476 1.037 7.745 -0.108 -0.426 0.363 0.093
H -2.047 2.802 4.919 -0.196 1.906 0.378 0.080
H -3.430 1.819 2.944 0.382 -0.185 0.377 0.104
H -1.430 -1.531 2.051 -1.880 0.392 -0.089 0.085
H -4.413 1.088 1.554 0.342 -0.243 -0.438 0.105
H -3.965 2.367 -0.681 -0.386 0.743 -0.448 0.116
H -1.393 3.104 -1.957 0.454 -0.726 -0.008 0.100
H -1.054 2.579 -3.585 0.219 -0.469 0.790 0.111
H -0.127 1.788 -2.254 -0.705 0.094 0.011 0.031
H -3.852 2.803 -2.707 0.018 -0.028 0.151 0.084
H -4.393 1.118 -3.032 -0.354 -0.047 0.351 0.103
H -3.402 1.919 -4.164 -0.058 0.443 -0.212 0.083
H -0.761 -0.105 -3.484 -0.425 -0.323 0.196 0.054
H -1.993 0.528 -4.509 0.012 0.809 -1.200 0.060
H -2.484 -0.773 -3.572 0.489 -0.023 0.379 0.079
H -2.177 -3.441 3.236 -0.305 -0.197 -0.675 0.043
H -3.840 -5.487 2.363 0.385 -0.359 0.177 0.098
H -4.898 -6.521 0.633 -0.249 -0.333 0.468 0.075
H -6.631 -6.797 0.430 -0.139 0.060 0.163 0.087
H -6.004 -6.405 2.107 0.067 -0.322 -0.879 0.100
H -4.353 -4.755 -0.585 -1.100 0.115 -0.518 0.096
H -5.566 -3.470 -1.039 0.227 -0.742 0.670 0.084
H -5.939 -5.096 -1.492 0.190 -0.367 0.636 0.087
H -7.936 -4.402 1.822 0.048 -0.212 0.117 0.090
H -8.089 -4.341 0.074 -0.979 -0.706 -1.453 0.063
H -7.232 -3.100 0.882 -0.648 0.462 0.036 -0.062
H -0.281 0.601 0.375 1.090 -0.516 -0.439 0.043
F 2.450 -1.581 1.226 -1.182 0.732 1.026 -0.039
C 1.144 -1.184 1.525 -0.303 -0.656 -3.875 -0.329
F 0.388 -2.300 1.454 0.854 -0.175 0.704 -0.075
H 0.945 -0.610 2.417 0.551 -0.023 0.346 0.092
C 6.200 -1.185 -0.272 -1.038 0.105 0.147 -0.019
C 5.418 -1.229 -1.577 -1.581 -1.772 -1.207 -0.542
C 4.977 -2.704 -2.049 0.622 1.298 0.013 -0.004
C 6.250 -0.602 -2.674 0.024 -0.004 -0.796 -0.041
O 4.086 -0.581 -1.451 0.886 -0.259 0.901 -0.117
Si 3.282 0.741 -1.844 -0.401 2.384 -1.952 0.114
O 1.657 0.311 -2.131 1.546 -0.336 0.700 -0.505
O 3.999 1.411 -3.247 -0.926 -0.801 2.655 -0.122
C 3.501 1.247 -4.518 0.927 -1.869 -2.751 -0.652
C 2.196 1.993 -4.697 -0.321 0.814 0.681 -0.030
C 3.518 -0.269 -4.994 -2.544 -0.044 -0.080 -0.021
C 4.656 1.768 -5.385 -0.074 1.525 1.141 -0.035
O 3.279 2.060 -0.862 0.204 0.376 0.344 -0.122
C 3.286 3.564 -0.955 -0.540 -0.483 1.038 -0.594
C 4.642 4.087 -1.320 0.935 0.030 0.276 -0.030
C 2.150 4.012 -1.834 -0.703 -0.501 -0.073 -0.020
C 3.004 4.044 0.465 0.097 0.138 -0.064 -0.044
H 6.981 -1.923 -0.258 0.260 -0.515 -0.171 0.083
H 5.535 -1.368 0.577 0.110 0.055 -0.078 0.091
H 6.693 -0.229 -0.156 -0.062 0.404 0.120 0.083
H 5.860 -3.284 -2.397 -0.597 0.220 0.467 0.092
H 4.291 -2.574 -2.895 0.365 0.081 0.003 0.064
H 4.372 -3.219 -1.303 0.437 -0.058 0.299 0.077
H 7.235 -1.055 -2.614 0.229 -0.227 -0.036 0.088
H 6.406 0.443 -2.411 -0.149 0.220 -0.482 0.090
H 5.893 -0.759 -3.741 0.142 0.392 1.533 0.097
H 1.577 1.814 -3.787 0.403 0.455 -0.749 0.052
H 1.560 1.741 -5.536 0.259 -0.422 -0.434 0.081
H 2.464 3.069 -4.827 -0.458 -0.599 0.367 0.098
H 3.259 -1.022 -4.234 0.115 0.400 0.025 0.066
H 4.487 -0.448 -5.391 0.572 -0.694 -0.120 0.039
H 2.787 -0.466 -5.837 0.702 0.462 0.821 0.103
H 5.047 2.663 -4.854 -0.406 0.053 -0.941 0.099
H 4.418 1.888 -6.433 -0.001 0.251 -0.181 0.093
H 5.440 1.055 -5.251 0.709 -0.279 -0.250 0.052
H 4.818 4.000 -2.378 0.163 0.237 -0.528 0.070
H 5.401 3.451 -0.831 -0.266 0.355 -0.059 0.100
H 4.776 5.138 -0.940 -0.167 -0.983 -0.630 0.108
H 2.265 3.612 -2.830 -0.161 -0.159 -0.149 0.048
H 2.087 5.085 -1.942 0.250 0.460 0.200 0.094
H 1.186 3.689 -1.377 0.611 0.040 -0.468 0.092
H 3.745 3.575 1.083 0.382 -0.066 0.655 0.081
H 2.044 3.667 0.743 -0.703 -0.168 0.462 0.070
H 3.026 5.150 0.621 0.043 -0.862 -0.462 0.107
```
Forces are in eV/Å.

Values from the calculation:
E_HOMO (spin up / spin down): -6.7 / -6.7 eV
E: -102372.2450 eV
2S+1: 5
Expectation value of S²: 6.053
F_max: 0.1006 hartree/bohr
Orbital gap (spin up / spin down): 5.43 / 4.43 eV